The following is a quantum chemistry calculation of a structure of composition C32H28F5N6OSiTl in a non-equilibrium geometry, from the OMol25 dataset.

```
74
Properties=species:S:1:pos:R:3:mulliken_charge:R:1
Tl 0.0790 0.1182 0.1071 2.3377
C 2.7362 -5.0420 0.9038 -0.4917
C 2.4823 -4.1707 1.9480 -0.8558
C 2.1631 -2.8446 1.6762 -0.0844
C 2.1201 -2.3749 0.3867 -0.6022
C 2.4400 -3.1857 -0.6702 0.1530
C 2.7171 -4.5256 -0.3865 -0.8497
N 1.9686 -0.9143 0.1630 -0.1647
C 3.0492 -0.1808 -0.0579 1.5025
C 4.3846 -0.7336 0.1213 -1.1243
C 5.4912 0.0251 -0.1248 -0.6387
C 5.3911 1.3780 -0.5279 -0.7321
C 4.1283 1.9419 -0.6090 -0.6637
C 2.9996 1.1557 -0.3525 0.1283
N 1.7078 1.6974 -0.5211 1.4710
N 1.4416 2.8598 -0.9637 -1.3125
C 0.0293 3.0646 -1.1825 0.0394
C -0.3746 4.3242 -1.6243 -0.7396
C -1.7139 4.6477 -1.6383 -0.1240
C -2.6675 3.6951 -1.3959 -0.9776
C -2.1444 2.4304 -1.1479 -0.1584
N -0.8265 2.1138 -0.9884 0.2755
H 2.9024 -6.0954 1.0341 0.4120
H 2.1875 -4.5092 2.9100 0.3585
H 1.9373 -2.2080 2.4972 0.5608
H 2.4536 -2.8104 -1.7140 0.4172
H 2.9729 -5.1752 -1.1430 0.4781
H 4.5275 -1.6487 0.6074 0.4586
H 6.4915 -0.4335 0.0629 0.3606
H 6.2279 1.9512 -0.9079 0.3926
H 3.9556 3.0133 -0.7018 0.4100
H 0.3237 5.1166 -1.8297 0.4902
H -1.9776 5.7150 -1.8535 0.3413
H -3.7668 3.8516 -1.4075 0.4150
H -2.7728 1.5389 -0.9016 0.2797
C 1.6981 3.0165 2.7377 -1.0438
C 0.2452 2.5658 2.8508 0.4700
C -0.6715 3.2399 3.6433 -0.7132
C -1.9871 2.8488 3.6085 -0.7472
C -2.3608 1.6782 2.8989 -0.6083
C -1.3423 1.0222 2.1936 0.5216
N -0.1331 1.5972 2.0563 -0.1536
N -1.5533 -0.1054 1.4137 0.0813
Si -2.9729 -1.1084 1.5444 0.0806
C -3.4805 -1.5036 3.3145 -1.1766
C -2.6743 -2.8134 0.5859 -0.9908
C -4.4751 -0.3632 0.6072 -0.8665
H 2.0116 2.8073 1.7195 0.0093
H 2.3153 2.7517 3.6275 0.3135
H 1.7509 4.1355 2.7592 0.3880
H -0.3990 4.1565 4.1508 0.4184
H -2.7684 3.4167 4.1199 0.3905
H -3.3769 1.3640 2.8616 0.3905
H -2.6606 -1.7609 3.9339 0.4050
H -4.0675 -2.4306 3.3763 0.3932
H -3.9437 -0.6655 3.8179 0.3468
H -1.6328 -3.1976 0.8253 0.1805
H -2.8438 -2.7208 -0.4641 0.1512
H -3.3795 -3.5334 0.9801 0.4145
H -4.5695 0.6829 0.8807 0.3170
H -5.4889 -0.8079 0.7404 0.4184
H -4.0913 -0.6255 -0.4200 0.0830
F -0.6482 -2.4693 -6.7520 -0.3063
C -0.7494 -1.9035 -5.5442 0.3261
C -1.8890 -2.0345 -4.7443 0.4064
F -3.0123 -2.5227 -5.2700 -0.3182
C -1.9917 -1.5824 -3.4958 -0.3844
F -3.1826 -1.8109 -2.8513 -0.3410
C -0.9303 -1.0296 -2.7958 0.4496
O -1.0721 -0.6639 -1.5860 -0.1608
C 0.2002 -0.8061 -3.6353 -0.3189
F 1.2489 -0.2148 -2.9679 -0.2247
C 0.3053 -1.2874 -4.9329 -0.0325
F 1.5077 -1.1083 -5.5560 -0.3308
```

Properties
M: 840.1 g/mol
ΔE to the lowest compared entry with this formula, charge and spin: 82.1 kJ/mol
HOMO energy: -7.8 eV
F_max: 3.9 eV/A
Lowest unoccupied orbital energy: -1.35 eV
2S+1: 1